Entry 1:
The following is a DFT calculation (ωB97M-V/def2-TZVPD) of a cluster of 2 separate species, C8H12NO2S2 in total at a distorted geometry.

```
25
Properties=species:S:1:pos:R:3:forces:R:3
C 2.99733 0.78624 -0.10987 -1.59 -0.34 0.23
C 1.98171 0.19001 0.63570 -0.07 1.99 -1.95
C 2.51008 1.39837 -1.23840 -0.63 -0.83 1.86
C 0.67703 0.42830 0.17188 -1.96 0.13 0.16
C -1.94752 -0.97095 -0.64255 0.56 0.16 2.53
C -2.53368 -0.48643 1.73996 -1.97 -1.69 -3.52
C -2.44678 1.48086 0.10295 -1.23 -3.78 -0.39
C -1.81920 0.10320 0.43837 0.19 -0.72 2.16
N -0.39950 0.15257 0.90943 1.04 0.30 -1.62
O 4.59750 -2.04665 -2.53333 0.10 0.07 -0.61
O 4.45493 -2.28781 -0.09064 0.28 -0.22 1.20
S 0.82073 1.27359 -1.46576 -0.23 -0.32 0.79
S 3.78478 -1.77899 -1.31054 -0.24 -0.24 -0.74
H 4.01817 0.74582 0.17032 0.71 -0.04 -0.01
H 2.10094 -0.31687 1.49948 0.47 -1.61 2.64
H 3.20731 1.78693 -1.86674 1.19 1.31 -2.34
H -1.15862 -0.79325 -1.26291 1.67 0.54 -2.68
H -1.67392 -1.93386 -0.22125 -0.45 -0.25 0.23
H -2.90516 -0.95111 -1.06358 -1.29 -0.16 -0.88
H -1.87968 -1.14879 2.28588 0.09 -0.05 0.08
H -3.45087 -1.08414 1.30183 1.68 0.51 0.87
H -3.07705 0.17641 2.33591 -0.11 1.63 1.29
H -1.91238 1.99532 -0.59577 1.41 1.50 -1.96
H -3.49904 1.35919 -0.20143 0.36 -0.05 -0.08
H -2.44711 1.92204 1.01105 0.02 2.18 2.72
```
Forces are in eV/Å.

Results
* LUMO (spin up / spin down): 2.773 / 1.955 eV
* E_HOMO (spin up / spin down): -1.459 / -4.681 eV
* multiplicity: 3
* Kohn-Sham gap (spin up / spin down): 4.2 / 6.6 eV
* charge: -1


Entry 2:
The following is a DFT calculation (ωB97M-V/def2-TZVPD) of a cluster of 8 separate species, C39H37F9N7S in total at a distorted geometry.

```
93
Properties=species:S:1:pos:R:3:forces:R:3
F 0.55009 -3.02778 3.16333 -0.34 0.10 0.28
C -0.53425 -2.64606 3.84767 0.30 -0.19 -0.62
F -0.34710 -2.91647 5.13384 -0.02 0.06 -0.09
F -0.70722 -1.34528 3.66052 0.13 -0.23 0.22
C -1.78508 -3.41517 3.27787 0.60 -0.36 0.17
F -2.37609 -2.65308 2.33999 -0.20 0.23 0.00
F -1.35822 -4.53876 2.68533 -0.09 0.06 0.03
C -2.83069 -3.83040 4.35335 -0.30 -0.16 -0.70
F -2.94757 -2.91668 5.32010 -0.06 0.03 0.11
F -2.47220 -5.01033 4.86128 0.00 0.15 0.22
C -4.25700 -4.03548 3.72348 0.47 -0.37 0.46
F -4.19006 -4.72896 2.58617 -0.08 0.35 0.38
F -4.99508 -4.71525 4.61341 0.13 0.18 -0.26
S -5.23720 -2.47950 3.44894 -1.05 0.51 -0.37
H -4.97938 -2.19914 2.13780 0.24 -0.32 0.04
H -4.59539 -1.48406 4.12603 0.47 -0.25 -0.05
N -6.26316 -3.26886 0.37564 0.09 -0.10 0.12
C -7.29212 -2.69389 -0.25229 0.08 0.17 0.14
C -8.07788 -3.33979 -1.19038 0.02 -0.03 -0.02
C -7.78142 -4.65520 -1.50516 -0.03 -0.03 -0.04
C -6.71467 -5.26864 -0.86984 -0.02 0.02 0.00
C -5.99251 -4.53913 0.05830 0.02 0.09 0.00
H -7.48802 -1.66172 0.01428 -0.06 0.01 -0.03
H -8.89951 -2.82195 -1.66386 0.00 0.03 0.01
H -8.37072 -5.19306 -2.23572 0.00 0.00 0.00
H -6.44644 -6.29238 -1.08836 0.02 0.00 0.02
H -5.15351 -4.98743 0.57122 0.01 -0.07 -0.08
N 2.12674 0.91660 0.94928 0.01 -0.05 -0.02
C 3.10357 1.02237 0.04915 -0.06 0.09 0.05
C 3.70680 -0.06405 -0.56767 0.05 -0.11 -0.02
C 3.27125 -1.33422 -0.22768 0.00 0.00 0.00
C 2.25762 -1.46562 0.70935 0.01 0.02 -0.04
C 1.72321 -0.31316 1.26223 -0.02 0.05 0.01
H 3.41572 2.03319 -0.18778 0.04 -0.02 -0.05
H 4.49230 0.09001 -1.29648 -0.03 0.09 -0.01
H 3.71580 -2.20904 -0.68494 0.01 0.00 0.00
H 1.88976 -2.43881 1.00376 0.00 0.00 0.01
H 0.92790 -0.36915 1.99639 -0.01 -0.05 0.03
N -5.85226 -1.42341 6.12176 -0.07 -0.21 0.13
C -6.37770 -2.34894 6.93057 0.06 0.03 -0.05
C -6.83386 -2.07072 8.20687 0.02 0.05 0.02
C -6.73405 -0.76800 8.67457 0.01 -0.01 0.02
C -6.19128 0.20271 7.84776 -0.10 -0.09 0.04
C -5.77771 -0.17632 6.58331 0.01 0.19 -0.23
H -6.42807 -3.35660 6.53203 -0.04 -0.02 0.05
H -7.25170 -2.85536 8.82109 0.00 -0.02 -0.01
H -7.07527 -0.51452 9.66938 0.00 -0.01 0.01
H -6.09382 1.22863 8.17259 0.00 0.02 -0.03
H -5.35038 0.54371 5.89374 0.00 0.09 0.10
N 5.21448 1.30308 -3.35869 -0.02 0.03 -0.06
C 5.82223 2.44925 -3.66874 0.03 -0.03 0.10
C 5.89812 2.95690 -4.95564 0.04 -0.06 0.02
C 5.31501 2.23454 -5.98360 -0.03 0.05 -0.11
C 4.68218 1.03961 -5.68079 0.02 0.03 0.03
C 4.65865 0.62182 -4.35936 -0.02 -0.04 0.09
H 6.26637 2.98364 -2.83573 0.02 0.04 -0.03
H 6.39605 3.89633 -5.14591 -0.04 0.03 0.01
H 5.35360 2.59547 -7.00336 0.03 -0.02 -0.01
H 4.21391 0.44388 -6.45244 -0.01 -0.01 0.01
H 4.16857 -0.30566 -4.07981 -0.02 -0.01 -0.05
N -2.62510 0.10700 5.14810 -0.14 0.02 0.06
C -2.59688 -0.10537 6.46579 -0.10 -0.18 -0.08
C -1.65952 0.44464 7.32152 0.07 0.06 -0.09
C -0.68347 1.26473 6.77695 0.02 0.03 0.00
C -0.69436 1.50154 5.41116 -0.04 0.00 0.03
C -1.68275 0.90586 4.64388 -0.18 0.16 -0.01
H -3.37416 -0.76026 6.83855 0.10 -0.01 0.16
H -1.69408 0.23796 8.38196 -0.01 -0.03 -0.01
H 0.07173 1.71545 7.40715 0.01 0.00 -0.01
H 0.04756 2.13598 4.94755 0.00 0.00 -0.04
H -1.72510 1.06898 3.57334 0.06 0.05 0.00
N 6.93805 2.01822 -9.08797 0.08 -0.05 0.01
C 8.07055 2.71805 -9.12960 -0.10 0.07 0.02
C 9.32131 2.14814 -9.30960 0.00 -0.03 0.00
C 9.40283 0.77297 -9.45196 0.04 -0.02 -0.01
C 8.23555 0.02846 -9.41015 0.02 0.02 0.00
C 7.03543 0.69728 -9.22786 -0.10 0.05 0.01
H 7.96270 3.79073 -9.01207 0.05 0.01 -0.01
H 10.20686 2.76764 -9.33721 -0.01 0.02 0.00
H 10.36054 0.28914 -9.59366 0.00 0.00 0.00
H 8.25316 -1.04728 -9.51673 -0.02 -0.01 0.00
H 6.09836 0.15210 -9.19204 0.02 -0.05 -0.01
N 3.82824 5.62405 -5.06723 -0.07 0.05 0.04
C 3.40981 6.82105 -5.47454 0.09 -0.04 -0.04
C 2.27680 7.44913 -4.98073 -0.02 -0.02 0.01
C 1.53361 6.79642 -4.01113 -0.04 0.01 0.02
C 1.95267 5.54944 -3.57731 0.00 0.04 -0.02
C 3.10242 5.01067 -4.13447 0.09 -0.08 -0.04
H 4.01832 7.29595 -6.23616 -0.03 0.05 0.00
H 1.98640 8.42374 -5.34779 0.01 0.00 -0.02
H 0.64191 7.25250 -3.60042 0.00 0.00 0.00
H 1.40214 5.00412 -2.82305 0.01 -0.02 0.01
H 3.46712 4.03727 -3.82238 -0.04 -0.01 0.02
```
Forces are in eV/Å.

Results
* LUMO: -3.170 eV
* E_HOMO: -10.565 eV
* Kohn-Sham gap: 7.4 eV
* charge: +1


Entry 3:
The following is a DFT calculation (ωB97M-V/def2-TZVPD) of a structure of composition C27H21Cl3HgN8O3PS2.

```
66
Properties=species:S:1:pos:R:3:forces:R:3
Hg 0.16027 0.53685 0.16221 0.50 0.22 -0.25
N 2.37825 1.04638 4.40371 0.07 0.02 0.05
C 1.99861 1.63262 3.25643 0.06 -0.10 -0.05
N 0.99025 0.97245 2.75527 -0.17 0.13 0.11
C 0.78930 -0.03420 3.63633 0.02 0.01 -0.03
N 1.61293 -0.03407 4.66545 -0.01 -0.03 -0.03
C -0.23639 -1.05543 3.37981 -0.05 -0.02 -0.02
C -0.47750 -2.12304 4.23597 0.00 0.02 0.02
N -1.39522 -3.04462 3.96369 0.03 0.00 0.03
C -2.05902 -2.90169 2.82130 -0.03 0.03 -0.06
C -1.81465 -1.84533 1.95236 -0.02 -0.04 0.03
N -0.91381 -0.92133 2.24300 0.04 0.00 -0.01
H 3.14980 1.27403 5.00432 -0.02 -0.01 -0.01
H 2.47799 2.48824 2.80939 -0.02 0.00 0.00
H 0.09009 -2.22491 5.15286 -0.01 -0.01 0.00
H -2.80923 -3.64611 2.58246 0.01 0.00 0.01
H -2.33472 -1.74581 1.00635 0.00 0.02 0.01
S 2.09031 2.05339 -0.52421 0.01 -0.01 0.14
C 2.92141 0.76613 -1.39068 -0.03 0.08 -0.04
C 3.37708 1.04650 -2.67702 0.03 -0.06 -0.04
C 4.05673 0.11267 -3.45492 -0.05 -0.06 0.17
C 4.51446 0.46536 -4.75976 0.03 0.03 -0.12
N 4.88066 0.76707 -5.81024 0.00 0.00 0.02
C 4.26730 -1.17367 -2.92245 -0.06 0.11 0.04
C 3.80742 -1.47019 -1.65058 0.00 0.01 0.01
C 3.14462 -0.53279 -0.83499 0.04 0.04 -0.05
S 2.64366 -0.99184 0.74846 -0.06 -0.02 0.03
C 4.93930 -2.18270 -3.68530 0.06 -0.06 -0.07
N 5.48214 -2.99598 -4.29376 -0.02 0.00 0.01
H 3.18982 2.03060 -3.08582 0.00 0.00 0.00
H 3.95799 -2.46454 -1.25262 0.01 0.00 0.00
C -1.84963 4.15584 -0.63052 -0.05 -0.02 0.02
O -1.92737 4.10042 0.80035 0.16 0.09 -0.07
P -0.87485 3.07155 1.50989 -0.27 -0.39 0.04
O -1.61131 2.94853 2.94776 -0.08 0.08 -0.04
C -2.88569 2.28382 3.05133 0.04 -0.01 0.02
O 0.32716 4.05295 1.98667 0.06 0.10 -0.01
C 0.04718 5.20674 2.77574 0.04 -0.03 -0.01
H -2.25703 5.11798 -0.93626 0.00 0.01 0.00
H -2.43837 3.34732 -1.06218 0.00 0.00 0.00
H -0.81830 4.07587 -0.98390 0.00 0.00 0.01
H -3.25567 2.47916 4.05505 0.01 -0.01 0.01
H -2.76486 1.21050 2.90649 -0.01 -0.01 -0.02
H -3.60072 2.66169 2.32498 0.00 0.01 -0.01
H 0.83964 5.92965 2.58395 0.01 0.00 0.00
H 0.03813 4.94410 3.83443 -0.02 0.00 0.00
H -0.91535 5.64335 2.50838 -0.01 0.01 0.00
Cl -6.39077 0.30615 -1.33516 -0.05 0.00 0.01
C -5.34648 -0.03911 -0.02285 0.08 -0.02 0.00
Cl -6.40641 1.35816 2.00345 -0.01 0.00 0.01
Cl -5.39579 -1.62926 0.61719 -0.03 -0.03 0.00
C -4.12256 0.64096 0.02807 -0.10 0.07 0.09
N -3.13599 1.23561 0.11103 0.06 -0.06 -0.10
C -0.55410 -0.88664 -1.20613 -0.19 -0.14 0.23
C -0.48359 -1.81031 -1.98953 -0.05 0.08 -0.07
C -0.25193 -2.84489 -2.95210 0.07 -0.03 -0.05
C -1.06432 -3.97707 -3.04494 -0.02 0.05 0.01
C -0.78185 -4.97315 -3.96748 -0.01 -0.01 0.01
C 0.31731 -4.86185 -4.80761 0.02 0.00 -0.01
C 1.13410 -3.74000 -4.72362 0.00 0.00 0.01
C 0.85075 -2.73911 -3.81019 -0.03 -0.02 0.05
H -1.91506 -4.06444 -2.38123 0.00 -0.01 -0.01
H -1.42169 -5.84623 -4.02363 0.00 0.00 0.00
H 0.54336 -5.64745 -5.51855 -0.01 0.00 0.00
H 2.00560 -3.64810 -5.36031 -0.01 0.00 -0.01
H 1.48657 -1.86678 -3.72564 0.01 -0.01 -0.02
```
Forces are in eV/Å.

Results
* LUMO (spin up / spin down): 4.041 / 3.786 eV
* E_HOMO (spin up / spin down): -2.246 / -2.247 eV
* relative energy (zero: lowest compared OMol25 entry of this formula, charge and spin): 1.602 eV
* multiplicity: 2
* Kohn-Sham gap (spin up / spin down): 6.3 / 6.0 eV
* charge: -2


Entry 4:
The following is a DFT calculation (ωB97M-V/def2-TZVPD) of a structure of composition C18H20AgN2S.

```
42
Properties=species:S:1:pos:R:3:forces:R:3
Ag 0.60796 0.21127 0.22057 0.64 -0.27 0.22
S 2.09204 0.25603 -1.77173 -0.06 -0.01 0.36
C 3.61584 0.08628 -0.87948 0.09 -0.02 -0.12
C 4.37263 1.20553 -0.50759 0.03 -0.02 0.03
C 5.59339 1.07596 0.14413 -0.07 -0.01 -0.05
C 6.10615 -0.17961 0.44616 -0.09 0.00 -0.01
C 5.36851 -1.30238 0.08793 -0.06 0.04 -0.05
C 4.14940 -1.17132 -0.56432 0.03 0.04 0.04
H 3.97514 2.18762 -0.73284 0.02 0.00 0.00
H 6.15046 1.96569 0.41891 -0.03 0.00 0.00
H 7.05413 -0.28162 0.96061 0.00 0.00 -0.01
H 5.74754 -2.29214 0.31901 -0.02 0.00 0.00
H 3.57606 -2.04945 -0.83317 0.01 -0.02 -0.01
N -1.52157 1.06796 -0.67606 -0.10 0.34 -0.54
C -2.62246 0.76269 -0.50871 -0.34 -0.20 0.49
N -3.82792 0.35368 -0.13840 -0.03 0.00 -0.28
C -4.03189 -0.26286 1.17048 0.08 0.07 0.04
C -5.00773 0.57597 1.97933 -0.07 0.04 -0.05
C -6.31494 0.75289 1.20497 0.09 0.03 -0.03
C -6.04952 1.38521 -0.16415 -0.04 -0.03 0.02
C -5.01590 0.58543 -0.95134 0.11 0.02 0.18
H -3.06867 -0.36067 1.66933 0.06 0.01 -0.02
H -4.44600 -1.26610 1.01859 0.03 -0.07 0.00
H -4.55480 1.55499 2.16150 0.01 -0.03 0.06
H -5.18206 0.10494 2.94821 -0.01 0.00 0.00
H -7.01138 1.37179 1.77334 -0.04 -0.01 -0.01
H -6.78935 -0.22636 1.06660 0.00 0.02 0.01
H -5.68064 2.40590 -0.02655 0.01 -0.02 -0.01
H -6.97134 1.44146 -0.74850 -0.02 0.04 0.02
H -4.71948 1.10806 -1.85783 0.02 -0.01 -0.03
H -5.44247 -0.38239 -1.24154 0.00 -0.03 -0.01
C -1.08770 0.03865 4.93911 0.01 0.00 -0.09
C -0.67305 1.22136 4.33548 0.02 -0.07 -0.08
C -0.14381 1.20287 3.04543 -0.07 -0.08 0.14
C 0.00251 0.02521 2.28612 -0.17 0.24 -0.21
C -0.41394 -1.14295 2.94326 -0.01 -0.07 0.02
C -0.94575 -1.15009 4.23325 0.02 0.06 -0.03
H -1.51173 0.04380 5.93732 0.03 0.00 0.01
H -0.76273 2.16159 4.87132 0.00 0.00 0.00
H 0.16804 2.15058 2.61673 -0.03 0.02 -0.01
H -0.31754 -2.09856 2.43408 -0.02 0.00 0.00
H -1.24701 -2.08811 4.68983 -0.01 -0.01 0.00
```
Forces are in eV/Å.

Results
* LUMO: 2.591 eV
* E_HOMO: -3.761 eV
* relative energy (zero: lowest compared OMol25 entry of this formula, charge and spin): 0.100 eV
* Kohn-Sham gap: 6.4 eV
* charge: -1